[1]
{"formula": "CaH10N2O11", "method": "ωB97M-V with the def2-TZVPD basis set", "orbital_gap_ev": 4.641, "e_homo_ev": -8.65, "spin_multiplicity": 1, "elements": ["Ca", "N", "O", "O", "O", "N", "O", "O", "O", "O", "H", "H", "O", "H", "H", "O", "H", "H", "O", "H", "H", "O", "H", "H"], "positions_angstrom": [[-4.03333, -13.94572, -14.18383], [-5.65960, -13.28569, -10.95935], [-6.23982, -14.16753, -10.37041], [-5.15820, -13.58418, -12.02558], [-5.63961, -12.11980, -10.52838], [-6.88135, -16.26963, -13.93507], [-7.92512, -16.61176, -14.51671], [-6.36078, -16.89898, -13.02320], [-6.27524, -15.24557, -14.22517], [-8.96669, -12.92979, -10.86230], [-9.38457, -12.65669, -10.04559], [-8.31077, -13.57279, -10.59294], [-4.75619, -16.57124, -10.46635], [-3.95419, -16.18893, -10.11017], [-5.46169, -16.05348, -10.07848], [-7.66295, -11.34957, -13.05057], [-6.92316, -11.66309, -12.53033], [-7.26503, -10.80512, -13.72987], [-7.39853, -9.59120, -9.82950], [-6.85794, -10.36286, -9.99837], [-7.84350, -9.78574, -9.00464], [-2.91841, -12.56156, -9.16207], [-3.73476, -12.25889, -9.55981], [-2.24076, -12.32501, -9.79537]], "forces_ev_per_a": [[-3.6, -1.4, 2.2], [-2.0, 0.6, 2.7], [-0.7, -0.5, 1.2], [3.2, -0.1, -4.9], [0.6, 0.2, -0.4], [-1.5, -3.5, 1.4], [1.1, 0.7, 0.3], [-0.4, -1.3, 0.4], [2.9, 5.3, -2.9], [-0.1, 0.1, -0.2], [-0.1, 0.1, 0.2], [0.3, -0.3, 0.1], [0.5, -0.5, -0.2], [0.1, 0.1, 0.3], [-0.3, 0.3, -0.1], [-0.1, -0.1, -0.4], [0.1, 0.0, 0.5], [0.0, 0.3, -0.1], [0.0, 0.4, 0.0], [0.1, -0.4, -0.1], [-0.1, 0.0, 0.2], [0.3, -0.3, 0.1], [-0.6, 0.2, -0.1], [0.2, 0.1, 0.0]], "lowdin_charge": [1.73, -0.60, 0.05, -0.18, -0.01, -0.64, 0.01, 0.00, -0.21, -0.04, 0.03, 0.00, -0.06, 0.02, 0.00, -0.04, -0.02, 0.02, -0.05, -0.01, 0.03, -0.05, -0.01, 0.02]}

---

[2]
{"formula": "C3H2CrO3", "method": "ωB97M-V with the def2-TZVPD basis set", "orbital_gap_ev": [5.631, 6.973], "e_homo_ev": [-18.57, -18.61], "spin_multiplicity": 5, "charge": 2, "elements": ["C", "C", "O", "C", "O", "O", "H", "H", "Cr"], "positions_angstrom": [[0.00702, -0.59556, 0.56634], [-0.31582, 0.17006, -0.59908], [0.78825, 0.26757, -1.59267], [0.70277, 1.44375, -1.14296], [1.11920, 2.53032, -1.10988], [-0.87719, -1.13372, 1.24986], [1.07052, -0.64839, 0.85931], [-1.31038, 0.14684, -1.04702], [-1.18439, -2.18086, 2.81610]], "forces_ev_per_a": [[1.9, 2.2, -2.6], [-0.3, -1.0, 0.9], [-0.3, -0.1, 0.1], [1.8, 1.6, -0.3], [-1.4, -1.6, 0.4], [-1.9, -1.5, 2.4], [-0.3, -0.2, -0.1], [0.3, 0.0, 0.1], [0.1, 0.6, -0.8]], "lowdin_spin": [-0.01, 0.00, 0.01, 0.01, 0.01, -0.04, 0.00, 0.00, 4.02]}

---

[3]
{"formula": "C48H37HfNO2P2S", "method": "ωB97M-V with the def2-TZVPD basis set", "orbital_gap_ev": [4.475, 6.197], "e_homo_ev": [-2.09, -3.81], "spin_multiplicity": 2, "charge": -1, "elements": ["Hf", "O", "C", "C", "C", "C", "C", "C", "C", "P", "C", "C", "C", "C", "C", "C", "C", "C", "C", "C", "C", "C", "H", "H", "H", "H", "H", "H", "H", "H", "H", "H", "H", "H", "H", "H", "C", "C", "C", "C", "C", "C", "P", "C", "C", "C", "C", "C", "C", "C", "C", "C", "C", "C", "C", "H", "H", "H", "H", "H", "H", "H", "H", "H", "H", "H", "H", "H", "H", "O", "N", "C", "C", "C", "C", "C", "S", "H", "H", "H", "H", "C", "C", "C", "C", "C", "C", "H", "H", "H", "H", "H"], "positions_angstrom": [[-0.60505, -0.00267, -0.40492], [0.64363, 1.21243, 0.48812], [-0.01441, 0.89370, 1.71214], [-0.43872, 1.96185, 2.62187], [-1.17122, 3.14282, 2.48448], [-1.50036, 3.84579, 3.64344], [-1.10840, 3.40227, 4.91029], [-0.34038, 2.24365, 5.03306], [0.01021, 1.56435, 3.88135], [0.92544, 0.08316, 3.32032], [-0.03791, -1.36135, 3.92548], [0.13870, -1.91426, 5.19846], [-0.63685, -2.98736, 5.62448], [-1.62488, -3.51488, 4.79870], [-1.83733, -2.95261, 3.54744], [-1.04891, -1.88824, 3.12143], [2.43174, 0.09537, 4.44318], [3.09136, 1.30372, 4.71964], [4.39251, 1.32343, 5.21710], [5.08294, 0.13917, 5.45060], [4.44752, -1.06984, 5.17371], [3.15539, -1.08830, 4.67177], [-1.48927, 3.49167, 1.50837], [-2.08278, 4.75806, 3.56253], [-1.38763, 3.96928, 5.79018], [0.00076, 1.90896, 6.00803], [0.89095, -1.50810, 5.86322], [-0.47228, -3.40509, 6.61168], [-2.23755, -4.34254, 5.13791], [-2.62018, -3.32365, 2.89336], [-1.23846, -1.44143, 2.15606], [2.57963, 2.24153, 4.53325], [4.86792, 2.27663, 5.42130], [6.09715, 0.15468, 5.83052], [4.96442, -2.00823, 5.34054], [2.70266, -2.04965, 4.42978], [3.92533, -5.28161, 2.59805], [4.68991, -4.37622, 1.87276], [4.09375, -3.26613, 1.28038], [2.72474, -3.04486, 1.40362], [1.96636, -3.95922, 2.14038], [2.55705, -5.07176, 2.72691], [1.82680, -1.62120, 0.65424], [3.22919, -0.51028, 0.19099], [3.39566, -0.02361, -1.10250], [4.38548, 0.90946, -1.39369], [5.23148, 1.36822, -0.39345], [5.07711, 0.88623, 0.90161], [4.08315, -0.03951, 1.19015], [1.35016, -2.37985, -0.96806], [1.99944, -3.47427, -1.55356], [1.53741, -3.99762, -2.74812], [0.43092, -3.41939, -3.37504], [-0.18859, -2.32721, -2.79852], [0.22970, -1.77956, -1.57316], [4.39194, -6.14097, 3.06583], [5.75748, -4.52829, 1.76680], [4.70513, -2.56694, 0.72085], [0.90280, -3.79674, 2.26580], [1.94574, -5.76242, 3.29604], [2.74659, -0.37033, -1.89967], [4.48834, 1.27958, -2.40722], [5.99739, 2.09953, -0.61831], [5.72002, 1.23957, 1.69882], [3.97151, -0.38758, 2.21693], [2.85788, -3.92578, -1.07055], [2.03315, -4.85249, -3.19297], [0.06320, -3.82659, -4.31067], [-1.03495, -1.88384, -3.31792], [-2.01984, 1.58316, -0.57987], [-2.73198, 1.41011, -1.70337], [-4.06802, 1.40821, -1.61535], [-4.84557, 1.22649, -2.72609], [-4.20203, 1.03444, -3.95126], [-2.84207, 1.02981, -4.02212], [-2.04295, 1.22192, -2.86336], [-0.32937, 1.21101, -2.82947], [-4.44015, 1.55366, -0.61306], [-5.92025, 1.22087, -2.62392], [-4.78981, 0.87349, -4.84834], [-2.31892, 0.87016, -4.95358], [-4.70365, -2.67430, 1.24534], [-4.52496, -1.33296, 1.58611], [-3.42036, -0.63770, 1.11197], [-2.43855, -1.21389, 0.27791], [-2.65444, -2.56824, -0.02552], [-3.75844, -3.29043, 0.43960], [-5.55838, -3.22892, 1.61724], [-5.23812, -0.83845, 2.23740], [-3.29091, 0.39364, 1.43044], [-1.93562, -3.09094, -0.64837], [-3.87043, -4.33631, 0.17216]], "forces_ev_per_a": [[0.0, 0.9, 1.3], [0.4, 0.3, 1.2], [-0.2, -0.7, -1.8], [-0.1, 0.3, -0.2], [0.0, 0.0, 0.1], [0.1, -0.1, -0.1], [0.0, -0.1, -0.2], [0.0, 0.1, 0.1], [0.0, -0.1, 0.2], [0.2, 0.1, 0.3], [0.0, 0.1, 0.0], [0.0, -0.1, 0.1], [0.1, 0.1, -0.1], [0.0, 0.1, 0.0], [0.1, 0.0, 0.0], [0.1, 0.0, -0.1], [-0.1, -0.2, -0.1], [0.1, 0.0, 0.1], [-0.2, 0.0, -0.1], [-0.1, 0.0, 0.0], [-0.1, 0.0, 0.0], [0.1, -0.2, 0.0], [0.0, 0.0, 0.0], [0.0, 0.0, 0.0], [0.0, 0.0, 0.0], [0.0, 0.0, 0.0], [0.0, 0.0, 0.0], [0.0, 0.0, 0.0], [0.0, 0.0, 0.0], [0.1, 0.0, 0.1], [0.1, -0.1, 0.2], [0.0, 0.0, 0.0], [0.0, 0.0, 0.0], [0.0, 0.0, 0.0], [0.0, 0.0, 0.0], [0.1, 0.1, 0.0], [0.0, 0.1, 0.0], [-0.1, 0.1, 0.0], [0.1, -0.1, 0.0], [-0.2, 0.0, 0.3], [0.1, 0.0, 0.0], [0.0, 0.1, -0.1], [0.5, -0.4, -0.6], [-0.1, 0.0, 0.1], [0.0, 0.0, -0.1], [0.0, 0.0, 0.1], [-0.1, -0.1, 0.0], [-0.1, 0.0, 0.0], [0.0, 0.1, 0.2], [0.0, -0.1, -0.1], [0.0, 0.0, 0.0], [-0.1, 0.1, 0.0], [0.2, -0.1, 0.1], [-0.1, 0.2, 0.0], [0.5, -0.3, 0.0], [0.0, 0.0, 0.0], [0.0, 0.0, 0.0], [0.0, -0.1, 0.0], [-0.1, 0.1, 0.0], [0.0, 0.0, 0.0], [0.0, 0.0, 0.0], [0.0, 0.0, 0.0], [0.0, 0.0, 0.0], [0.0, 0.0, 0.0], [0.0, 0.0, -0.2], [0.0, 0.0, 0.0], [0.0, 0.0, 0.0], [0.0, 0.0, 0.0], [0.0, 0.0, 0.0], [-0.6, 0.0, -0.3], [0.4, 0.1, 0.1], [-0.4, 0.1, 0.1], [0.1, 0.1, 0.2], [-0.5, -0.1, -0.2], [0.7, 0.1, 0.3], [-0.1, 0.0, -0.6], [-0.4, -0.1, -0.2], [0.0, 0.0, 0.0], [0.0, 0.0, 0.0], [0.0, 0.0, 0.0], [0.0, 0.0, 0.0], [0.0, 0.1, 0.0], [0.0, -0.1, -0.1], [0.0, 0.0, -0.1], [-0.6, -0.3, 0.2], [-0.1, 0.0, -0.1], [0.0, 0.1, 0.0], [0.0, 0.0, 0.0], [0.0, 0.0, 0.0], [0.0, 0.0, 0.0], [0.0, 0.0, 0.0], [0.0, 0.0, 0.0]], "lowdin_spin": [0.03, 0.05, 0.22, 0.04, 0.01, 0.01, 0.01, 0.01, 0.02, 0.23, 0.01, 0.02, 0.00, 0.02, 0.00, 0.01, 0.11, 0.05, 0.00, 0.05, 0.00, 0.05, 0.00, 0.00, 0.00, 0.00, 0.00, 0.00, 0.00, 0.00, 0.00, 0.00, 0.00, 0.00, 0.00, 0.00, 0.00, 0.00, 0.00, 0.00, 0.00, 0.00, 0.02, 0.00, 0.00, 0.00, 0.00, 0.00, 0.00, 0.01, 0.00, 0.00, 0.00, 0.00, 0.00, 0.00, 0.00, 0.00, 0.00, 0.00, 0.00, 0.00, 0.00, 0.00, 0.00, 0.00, 0.00, 0.00, 0.00, 0.01, 0.00, 0.00, 0.00, 0.00, 0.00, 0.00, 0.00, 0.00, 0.00, 0.00, 0.00, 0.00, 0.00, 0.00, 0.00, 0.00, 0.00, 0.00, 0.00, 0.00, 0.00, 0.00]}

---

[4]
{"formula": "C4H13NS", "method": "ωB97M-V with the def2-TZVPD basis set", "orbital_gap_ev": 9.505, "e_homo_ev": -8.56, "spin_multiplicity": 1, "smiles": "CCN.CSC", "elements": ["C", "C", "N", "H", "H", "H", "H", "H", "H", "H", "C", "S", "C", "H", "H", "H", "H", "H", "H"], "positions_angstrom": [[1.52613, 0.98775, 0.88141], [2.20510, 0.50824, -0.35325], [3.56270, 0.02679, -0.07174], [1.47621, 0.26347, 1.69232], [0.51028, 1.25228, 0.60636], [1.94731, 1.88773, 1.33772], [2.27875, 1.34519, -1.04372], [1.57929, -0.24768, -0.82353], [3.52650, -0.81909, 0.49005], [4.07266, -0.20201, -0.91491], [-2.18679, -1.28606, -1.32462], [-2.26852, 0.47362, -0.81238], [-2.85708, 0.17406, 0.86063], [-2.22807, -1.28879, -2.40345], [-1.22876, -1.67292, -0.99110], [-2.95134, -1.84671, -0.80240], [-2.90393, 1.10836, 1.40264], [-2.18436, -0.45475, 1.44701], [-3.87606, -0.20950, 0.82297]], "forces_ev_per_a": [[-0.7, 0.7, 0.8], [0.8, -0.2, -0.2], [0.0, 0.0, 0.1], [0.0, -0.4, -0.1], [-0.4, 0.0, 0.1], [0.3, -0.1, -0.3], [0.1, 0.0, -0.2], [-0.2, -0.2, -0.2], [0.0, 0.1, -0.1], [-0.1, 0.0, -0.1], [0.7, 0.9, 0.6], [-0.1, -0.4, 0.0], [-0.1, 0.2, 0.2], [-0.3, -0.4, -0.2], [0.2, -0.2, -0.1], [-0.4, -0.1, -0.4], [0.0, 0.4, -0.1], [-0.1, -0.2, -0.2], [0.1, -0.3, 0.1]], "lowdin_charge": [-0.13, -0.36, -0.02, 0.07, 0.04, 0.07, 0.11, 0.09, 0.06, 0.05, -0.40, 0.71, -0.46, 0.02, 0.02, 0.03, 0.02, 0.04, 0.03]}

---

[5]
{"formula": "C5H12N2O", "method": "ωB97M-V with the def2-TZVPD basis set", "orbital_gap_ev": 9.535, "e_homo_ev": -8.63, "spin_multiplicity": 1, "smiles": "C[C@H](N)CNCC=O", "elements": ["C", "C", "N", "C", "N", "C", "C", "O", "H", "H", "H", "H", "H", "H", "H", "H", "H", "H", "H", "H"], "positions_angstrom": [[2.53887, -1.06725, 0.70286], [1.88468, -0.15443, -0.29610], [1.86388, 1.25684, 0.14128], [0.30837, -0.40511, -0.65782], [-0.46439, 0.66940, -0.90967], [-1.89638, 0.39967, -0.82932], [-2.34987, 0.14288, 0.56404], [-2.60533, -0.91642, 1.14307], [3.64306, -0.96554, 0.60014], [2.15452, -0.77845, 1.71014], [1.99239, -2.01656, 0.60243], [2.50868, -0.21619, -1.20564], [2.37772, 1.79403, -0.64518], [2.50604, 1.52222, 1.03770], [0.13636, -1.26289, -1.48755], [-0.03285, -0.91050, 0.33059], [-0.18543, 1.35430, -0.22340], [-2.28580, -0.57836, -1.37098], [-2.37881, 1.30977, -1.22926], [-2.30367, 1.10129, 1.21319]], "forces_ev_per_a": [[-1.8, 0.3, 0.9], [-1.1, 1.4, -1.5], [3.8, 2.6, 0.8], [2.5, -6.8, 1.7], [-1.7, 2.3, -1.0], [-1.3, -1.7, -1.6], [0.0, -0.1, 3.4], [0.4, 2.0, -1.9], [-0.9, -0.8, 0.3], [0.7, 0.1, -0.4], [1.3, -0.5, -0.3], [-0.6, 0.0, 0.0], [-1.4, -0.8, 1.8], [-1.9, -1.4, -2.7], [0.7, 1.9, 1.7], [0.3, 0.1, -1.1], [-0.1, 0.8, 0.0], [1.3, 2.0, 0.3], [-0.2, -0.6, 0.2], [-0.2, -0.9, -0.6]], "lowdin_charge": [-0.09, -0.44, -0.04, -0.26, -0.11, -0.20, -0.28, 0.02, 0.09, 0.08, 0.08, 0.12, 0.11, 0.14, 0.16, 0.12, 0.09, 0.16, 0.12, 0.14]}

---

[6]
{"formula": "C7H9CaO5P", "method": "ωB97M-V with the def2-TZVPD basis set", "orbital_gap_ev": 9.808, "e_homo_ev": -18.43, "spin_multiplicity": 1, "charge": 2, "elements": ["O", "C", "Ca", "O", "C", "C", "O", "C", "O", "C", "P", "C", "C", "O", "H", "H", "H", "H", "H", "H", "H", "H", "H"], "positions_angstrom": [[0.23375, -3.55802, -3.62543], [0.42148, -2.76085, -2.81549], [1.08102, -1.01512, -1.13714], [-2.94629, 0.62421, -5.02086], [-2.34418, -0.29765, -4.71020], [2.32445, -0.41498, -3.26965], [2.65212, 0.01982, -4.28337], [0.14806, 0.75442, -2.63489], [0.02125, 1.65709, -3.34096], [-0.68502, -1.04238, 2.95733], [-0.15621, 0.15750, 1.76750], [-1.16257, 1.62217, 1.90433], [1.55013, 0.61855, 2.06243], [-0.29495, -0.41389, 0.34640], [-0.12150, -1.97429, 2.84732], [-1.74600, -1.25219, 2.79997], [-0.53694, -0.64172, 3.96363], [-1.00612, 2.13342, 2.87201], [-0.92722, 2.32197, 1.08764], [-2.21452, 1.30397, 1.82878], [2.20790, -0.26460, 1.99276], [1.87149, 1.38296, 1.33374], [1.62989, 1.03962, 3.07414]], "forces_ev_per_a": [[0.7, 3.3, 3.3], [-1.0, -3.9, -3.8], [-0.1, -0.3, 1.0], [1.4, -2.3, 0.7], [-1.4, 2.3, -0.7], [2.2, 1.7, -4.5], [-1.2, -1.8, 3.8], [-1.1, 4.4, -3.1], [0.3, -3.5, 2.8], [0.0, -0.1, 0.2], [-0.4, 0.5, 0.0], [-0.2, 0.2, 0.3], [0.2, 0.0, 0.0], [0.5, -0.2, -0.2], [0.0, 0.1, 0.1], [0.1, 0.0, 0.0], [-0.1, -0.1, 0.0], [-0.1, -0.3, -0.4], [-0.1, -0.2, 0.3], [0.3, 0.2, 0.0], [-0.2, 0.3, 0.2], [-0.1, -0.2, 0.3], [0.2, -0.1, -0.3]], "lowdin_charge": [0.17, 0.01, 1.31, 0.04, 0.01, -0.04, 0.18, -0.04, 0.15, -0.15, 0.57, -0.15, -0.17, -0.61, 0.07, 0.08, 0.08, 0.09, 0.07, 0.08, 0.07, 0.07, 0.08]}